A) # C4H11N2

A 2-piece molecular cluster, C4H11N2 overall (ωB97M-V with the def2-TZVPD basis set, the OMol25 dataset).

Computed properties:
- HOMO energy: -13.81 eV
- LUMO level: -4.53 eV

```
! RIJCOSX wB97M-V def2-TZVPD def2/J DEFGRID3
* xyz 1 1
C -0.58 -0.22 1.70
C -0.89 -1.09 0.52
C 1.72 -0.50 0.52
C 0.18 1.20 -1.37
N -1.08 0.99 -1.78
N 0.30 -0.24 0.52
H -1.02 0.75 1.70
H -0.34 -0.74 2.67
H -0.76 -2.12 0.76
H -1.82 -0.73 -0.10
H 2.11 -0.98 1.48
H 1.97 -1.10 -0.47
H 2.16 0.53 0.41
H 0.55 2.08 -0.95
H 0.80 0.55 -1.93
H -1.44 0.15 -2.28
H -1.87 1.45 -1.38
*
```

B) # C4H11N2

An isolated ion of composition C4H11N2 and charge +1 (ωB97M-V with the def2-TZVPD basis set, the OMol25 dataset).

Computed properties:
- HOMO energy: -13.79 eV
- LUMO level: -3.52 eV
- SMILES string: C=C(N)CC[NH3+]

```
! RIJCOSX wB97M-V def2-TZVPD def2/J DEFGRID3
* xyz 1 1
C -1.29 1.35 0.17
C -0.38 0.86 -0.70
N -0.58 0.71 -2.07
C 0.97 0.42 -0.09
C 0.89 -1.03 0.46
N -0.42 -1.32 1.30
H -2.18 1.89 -0.12
H -0.83 1.64 1.12
H 0.05 1.29 -2.63
H -0.05 -0.10 -2.44
H 1.75 0.36 -0.86
H 1.60 0.93 0.66
H 1.66 -1.06 1.24
H 1.01 -1.88 -0.20
H -0.49 -0.79 2.16
H -0.65 -2.30 1.46
H -1.05 -0.97 0.55
*
```

C) # C4H11N2

An isolated ion of composition C4H11N2 and charge +1 (ωB97M-V with the def2-TZVPD basis set, the OMol25 dataset).

Computed properties:
- HOMO energy: -14.47 eV
- LUMO level: -5.81 eV
- SMILES string: CCCNC=[NH2+]

```
! RIJCOSX wB97M-V def2-TZVPD def2/J DEFGRID3
* xyz 1 1
C 1.18 -1.15 1.52
C 1.04 -0.63 0.07
C -0.39 -0.91 -0.34
N -0.94 0.08 -1.26
C -1.30 1.31 -0.90
N -0.45 2.36 -0.79
H 1.00 -2.24 1.62
H 0.22 -0.72 1.98
H 2.07 -0.74 2.12
H 1.71 -1.18 -0.61
H 1.34 0.48 -0.01
H -0.98 -0.91 0.63
H -0.61 -2.00 -0.73
H -1.50 -0.30 -1.98
H -2.22 1.16 -0.33
H -0.71 3.15 -0.14
H 0.52 2.25 -0.86
*
```

Stability ranking, top and bottom: B) is the most stable and A) is the least stable.

A) # C4H11N2

An isolated ion of composition C4H11N2 and charge +1 (ωB97M-V with the def2-TZVPD basis set, the OMol25 dataset).

Computed properties:
- HOMO energy: -13.49 eV
- LUMO level: -4.74 eV
- SMILES string: C=[N+](C)CNC

```
! RIJCOSX wB97M-V def2-TZVPD def2/J DEFGRID3
* xyz 1 1
C 0.39 -0.89 2.11
N 0.43 -0.67 0.84
C 1.60 -0.77 0.03
C -0.94 -0.28 0.08
N -1.06 1.00 -0.27
C -0.74 1.41 -1.58
H -0.58 -1.14 2.48
H 1.29 -0.92 2.64
H 1.92 0.07 -0.54
H 2.57 -1.02 0.58
H 1.69 -1.47 -0.71
H -0.82 -0.95 -0.71
H -1.76 -0.63 0.77
H -1.70 1.64 0.25
H -1.71 1.52 -2.12
H -0.36 2.41 -1.72
H -0.22 0.68 -2.14
*
```

B) # C4H11N2

An isolated ion of composition C4H11N2 and charge +1 (ωB97M-V with the def2-TZVPD basis set, the OMol25 dataset).

Computed properties:
- HOMO energy: -13.94 eV
- LUMO level: -4.80 eV
- SMILES string: C=[N+](C)CNC

```
! RIJCOSX wB97M-V def2-TZVPD def2/J DEFGRID3
* xyz 1 1
C 0.10 0.43 -2.23
N -0.09 0.47 -0.93
C -1.47 0.50 -0.42
C 1.16 0.50 0.18
N 0.78 0.07 1.49
C 0.40 -1.36 1.58
H 1.09 0.35 -2.58
H -0.79 0.37 -2.88
H -1.71 1.39 0.11
H -2.17 0.56 -1.26
H -1.59 -0.37 0.25
H 1.79 -0.28 -0.27
H 1.54 1.47 0.17
H 0.09 0.79 1.96
H 1.10 -1.83 2.22
H -0.55 -1.45 2.12
H 0.32 -1.62 0.50
*
```

Stability ranking, top and bottom: B) is the most stable and A) is the least stable.